1.
ORCA calculation (wB97M-V/def2-TZVPD) on a cluster of 6 separate species, C28H34Cl6N2O2 in total at a distorted geometry.

Each line ends with the Löwdin spin population.
Positions of all 72 atoms, in Å:
Cl 28.530950 -1.491700 4.979460  0.000
C 28.910170 0.273850 4.664730  0.000
C 30.195780 0.686380 5.407780  0.000
Cl 30.053770 0.710980 7.145560  0.000
H 27.987130 0.796680 4.915250  0.000
H 29.151650 0.283070 3.601850  0.000
H 30.466800 1.680800 5.053140  0.000
H 31.124530 0.138650 5.248050  0.000
Cl 29.218830 -12.745790 -3.205460  0.000
C 27.464310 -12.553880 -3.616510  0.000
C 26.753080 -12.085110 -2.349540  0.000
Cl 27.389890 -10.447670 -1.870570  0.000
H 26.983460 -13.483630 -3.920570  0.000
H 27.262380 -11.741090 -4.314140  0.000
H 26.938640 -12.716880 -1.480900  0.000
H 25.663840 -12.047850 -2.365720  0.000
Cl 27.454700 -7.225430 -3.506100  0.001
C 26.488590 -6.116120 -4.517750  0.000
C 27.269500 -5.720850 -5.758520  0.000
Cl 27.622310 -7.123880 -6.890540  0.000
H 26.259890 -5.160840 -4.045270  0.000
H 25.518170 -6.534370 -4.785040  0.000
H 28.223920 -5.270760 -5.485410  0.000
H 26.639700 -4.975520 -6.244250  0.000
C 32.645390 -4.450260 8.160870  0.000
C 31.399180 -4.443660 7.322780  0.000
C 31.042420 -3.155980 6.480430  0.000
C 32.015610 -2.400670 5.670000  0.000
N 32.819580 -1.821200 4.995670  0.000
H 32.724280 -3.613080 8.854410  0.000
H 33.535340 -4.635420 7.559360  0.000
H 32.589350 -5.357290 8.762750  0.000
H 30.552510 -4.783510 7.919240  0.000
H 31.497610 -5.147570 6.496390  0.000
H 30.501210 -2.511390 7.173030  0.000
H 30.365680 -3.606660 5.754470  0.000
C 31.020130 -11.395990 -0.204840  0.000
C 31.113940 -11.785340 1.235960  0.000
C 30.092980 -12.875850 1.624060  0.000
C 28.762320 -12.243790 1.672940  0.000
N 27.723330 -11.794440 1.755040  0.000
H 31.411330 -12.126180 -0.913280  0.000
H 31.608050 -10.514830 -0.461770  0.000
H 30.006040 -11.240010 -0.572810  0.000
H 30.937630 -11.038000 2.009590  0.000
H 32.120130 -12.141600 1.456770  0.000
H 30.193610 -13.388800 2.580540  0.000
H 29.808430 -13.533420 0.802630  0.000
C 30.199170 -0.472380 0.067780  0.004
C 30.472750 -0.540080 1.435280  -0.008
C 30.600660 -1.771580 2.017690  0.006
C 30.349400 -2.954380 1.389920  0.007
C 30.037030 -2.882070 -0.010860  0.082
C 30.075830 -1.603090 -0.688930  0.002
C 29.821530 -4.173440 -0.809050  0.120
O 29.489290 -4.212170 -1.990300  0.694
C 29.954620 -5.466310 -0.071880  0.078
C 29.672210 -6.665330 -0.823840  -0.001
C 29.670070 -7.879730 -0.124890  0.003
C 29.888150 -7.884590 1.210220  -0.008
C 30.237130 -6.751990 1.989580  0.006
C 30.210470 -5.501610 1.340060  0.008
C 30.451990 -4.213010 2.127330  0.002
O 30.726610 -4.209010 3.324280  -0.004
H 30.086090 0.485970 -0.417170  0.001
H 30.560660 0.413850 1.933970  0.000
H 30.966830 -1.782820 3.033660  0.001
H 29.883380 -1.476140 -1.744040  0.001
H 29.357400 -6.670400 -1.856920  0.002
H 29.382540 -8.784560 -0.639680  0.001
H 29.898320 -8.809120 1.768380  0.000
H 30.206300 -6.865090 3.063200  0.001

Cartesian forces (eV/Å) of the 6 atoms listed first:
Cl 0.015 0.526 -0.122
C 1.170 -1.404 0.278
C -0.122 0.634 -0.666
Cl -0.367 0.112 0.823
H 0.478 0.263 0.022
H -0.408 0.325 0.072

Computed properties:
Multiplicity = 2
Lowest unoccupied orbital energy (alpha / beta) = -5.69 / -8.08 eV
Total charge = +1
Gap between HOMO and LUMO (alpha / beta) = 6.85 / 4.46 eV
HOMO (alpha / beta) = -12.538 / -12.538 eV
⟨S²⟩ = 0.76



2.
ORCA calculation (wB97M-V/def2-TZVPD) on a cluster of 3 separate species, C28H34F11N2O6P in total at a distorted geometry.

Each line ends with the Löwdin charge.
Positions of all 82 atoms, in Å:
C -1.463745 -4.990185 -2.215010  -0.071
C -2.019816 -4.135324 -3.424012  -0.262
O -1.285792 -4.343416 -4.645078  -0.048
C -1.298775 -3.131423 -5.388675  -0.417
O -0.506548 -2.272570 -5.078337  0.116
C -2.274818 -2.944454 -6.596364  -0.084
C -3.755479 -2.522372 -6.210678  -0.200
C -3.977601 -0.960507 -6.071602  -0.151
C -3.005783 -0.331939 -4.989285  -0.226
N -1.985731 0.420640 -5.484584  0.169
C -1.203504 0.856489 -4.416632  -0.177
C -0.010736 1.715009 -4.773840  0.010
C 0.916673 2.256906 -3.800405  -0.044
C 0.701942 1.916480 -2.358633  0.009
C -0.439415 1.084549 -1.940910  -0.012
C -0.553452 0.796846 -0.417026  -0.314
F -1.192161 -0.376378 -0.090297  0.092
F -1.205538 1.912423 0.153277  0.071
C 0.869025 0.740150 0.336801  -0.424
F 1.807981 0.012954 -0.344966  0.141
F 0.625263 0.017131 1.509752  0.096
F 1.310650 1.966919 0.750128  0.091
C -1.407678 0.574169 -2.983583  -0.118
N -2.496825 -0.168735 -2.534670  0.124
C -3.304593 -0.628001 -3.538900  -0.318
P -4.811533 -1.643906 -3.074668  1.001
C -4.573404 -2.571744 -1.463692  -0.398
C -4.479447 -1.646524 -0.169240  -0.159
C -6.273185 -0.466949 -2.755594  -0.393
C -6.483326 0.569645 -3.946724  -0.173
H -1.626734 -6.096320 -2.373380  0.082
H -1.990576 -4.724789 -1.258386  0.066
H -0.361776 -4.829648 -2.036843  0.087
H -2.017384 -3.060668 -3.083688  0.101
H -3.100371 -4.447428 -3.555579  0.117
H -2.347512 -3.957197 -7.104406  0.125
H -1.848277 -2.252736 -7.381558  0.130
H -4.052246 -3.119149 -5.309629  0.060
H -4.427537 -2.881016 -7.050885  0.118
H -5.054094 -0.753151 -5.844162  0.077
H -3.711649 -0.514589 -7.077784  0.122
H 0.162225 1.982823 -5.850770  0.111
H 1.778808 2.904868 -4.098468  0.105
H 1.444107 2.315103 -1.621092  0.110
H -5.489539 -3.228227 -1.339896  0.082
H -3.691433 -3.265420 -1.463801  0.042
H -3.528850 -1.047427 -0.147326  0.046
H -5.358760 -0.952973 -0.081206  0.055
H -4.482469 -2.297854 0.747972  0.070
H -6.087022 0.143159 -1.831785  0.065
H -7.219643 -1.075096 -2.700080  0.082
H -7.188248 1.403685 -3.654240  0.078
H -5.491079 0.992547 -4.283016  0.060
H -6.915362 0.048188 -4.848713  0.066
C 3.054096 2.641762 2.557787  -0.063
C 4.067226 1.955497 3.451226  -0.189
O 5.404383 2.361977 3.110219  0.026
C 5.803969 3.542216 3.606379  -0.383
O 5.123422 4.250744 4.291492  0.172
C 7.252129 3.826191 3.208000  -0.523
F 7.485379 3.568868 1.907894  0.158
F 8.116291 3.068922 3.913481  0.154
F 7.598535 5.103456 3.415276  0.164
H 3.288959 2.463727 1.509459  0.078
H 2.051339 2.275040 2.763390  0.078
H 3.064491 3.723150 2.708281  0.087
H 4.017744 0.876451 3.298525  0.127
H 3.862954 2.140061 4.508364  0.123
C 6.565385 1.518895 8.054600  -0.058
C 5.504442 0.447667 7.915134  -0.201
O 4.694839 0.371669 9.099767  0.027
C 3.719004 1.284295 9.201723  -0.382
O 3.493896 2.133931 8.387670  0.170
C 2.911656 1.057474 10.480003  -0.524
F 3.698245 0.841020 11.550288  0.158
F 2.103845 -0.015240 10.369977  0.159
F 2.129235 2.101853 10.782371  0.164
H 7.161892 1.354569 8.954825  0.085
H 7.227444 1.520330 7.187249  0.081
H 6.116457 2.509279 8.147800  0.079
H 5.982549 -0.525702 7.799141  0.126
H 4.882968 0.609330 7.031852  0.119

Cartesian forces (eV/Å) of the 6 atoms listed first:
C 0.350 -0.333 -0.322
C -0.705 -0.580 1.982
O -1.098 1.364 -0.523
C 0.957 0.930 -0.077
O -0.851 -0.795 -0.294
C -0.256 -1.228 -0.517

Computed properties:
Lowest unoccupied orbital energy = -1.02 eV
Total charge = 0
Gap between HOMO and LUMO = 7.26 eV
HOMO = -8.279 eV
SMILES string = CCOC(=O)CCCc1nc2cccc(C(F)(F)C(F)(F)F)c2nc1P(CC)CC.CCOC(=O)C(F)(F)F.CCOC(=O)C(F)(F)F



3.
ORCA calculation (wB97M-V/def2-TZVPD) on a cluster of 2 separate species, C28H34F2O3 in total at a distorted geometry.

Each line ends with the natural charge from an NBO analysis.
Positions of all 67 atoms, in Å:
C -1.792292 1.188937 -3.372597  -0.624
C -1.285333 0.708027 -2.034441  -0.061
O -1.551293 1.652271 -1.030046  -0.530
C -1.125526 1.204618 0.195123  0.723
C -1.269952 2.172628 1.259829  -0.266
C -0.736565 2.022842 2.566462  0.510
O -0.794527 2.940672 3.380242  -0.632
C -0.063539 0.745507 2.969001  -0.487
C 1.348733 0.623024 2.391333  -0.376
C 2.436419 1.434946 3.136257  -0.413
C 3.156615 2.457159 2.239618  -0.392
C 2.506634 3.855600 2.257318  -0.417
C 2.505075 4.536063 0.878517  -0.395
C 1.267489 4.146098 0.061198  -0.387
C 0.021957 4.935354 0.485450  -0.416
C -1.299550 4.351359 -0.052548  -0.378
C -2.009009 3.422759 0.942766  -0.433
O -0.638116 0.091420 0.371118  -0.682
H -1.567858 0.484769 -4.173266  0.201
H -2.871174 1.339636 -3.339028  0.210
H -1.343400 2.149550 -3.624789  0.217
H -1.755917 -0.236151 -1.734485  0.161
H -0.201118 0.537944 -2.047651  0.180
H -0.022972 0.697598 4.060572  0.207
H -0.694551 -0.090920 2.643685  0.226
H 1.636038 -0.434939 2.348099  0.197
H 1.313526 0.933686 1.341907  0.209
H 1.996723 1.950863 3.997311  0.210
H 3.166892 0.740261 3.569938  0.194
H 4.212911 2.547217 2.525260  0.195
H 3.186808 2.072377 1.213353  0.189
H 1.472627 3.774591 2.613832  0.224
H 3.011102 4.486351 3.000797  0.200
H 2.536089 5.629061 0.981271  0.196
H 3.424899 4.271406 0.341997  0.192
H 1.442766 4.297361 -1.012303  0.191
H 1.083472 3.071314 0.173315  0.198
H -0.035075 4.991350 1.580111  0.213
H 0.140734 5.977980 0.158051  0.193
H -1.982469 5.169574 -0.318553  0.193
H -1.108397 3.817908 -0.993398  0.203
H -2.990669 3.133100 0.547042  0.202
H -2.200117 3.963807 1.878881  0.236
F 2.761303 -5.814845 -5.300166  -0.298
C 1.841662 -5.340248 -4.433965  0.465
C 0.962288 -4.340915 -4.819887  -0.289
C 0.040980 -3.848515 -3.935528  -0.105
C -0.050663 -4.339981 -2.615526  -0.154
C -1.034957 -3.760977 -1.778471  0.064
C -1.407317 -4.005919 -0.434633  -0.166
C -2.513765 -3.288233 0.068502  -0.069
C -2.976823 -3.486639 1.341432  -0.288
C -2.360048 -4.405518 2.176081  0.478
F -2.829054 -4.618849 3.422922  -0.294
C -1.256941 -5.106617 1.713731  -0.281
C -0.780640 -4.911682 0.446508  -0.108
C 0.837277 -5.376104 -2.257895  -0.112
C 1.762456 -5.850735 -3.147373  -0.281
H 1.015166 -3.965320 -5.825727  0.243
H -0.637240 -3.073505 -4.247986  0.226
H -1.626356 -3.000007 -2.262378  0.212
H -3.000301 -2.570936 -0.569578  0.228
H -3.823479 -2.936166 1.710486  0.248
H -0.782962 -5.809078 2.375200  0.241
H 0.100675 -5.443092 0.156157  0.207
H 0.789744 -5.835806 -1.293559  0.210
H 2.440903 -6.635290 -2.864893  0.241

Cartesian forces (eV/Å) of the 6 atoms listed first:
C -0.201 0.432 0.182
C 0.348 -0.688 -0.413
O -0.150 -0.337 0.251
C 0.231 0.775 2.331
C -0.443 -0.022 -1.654
C 0.272 -0.506 0.125

Computed properties:
Lowest unoccupied orbital energy = -3.65 eV
Total charge = 0
Gap between HOMO and LUMO = 2.12 eV
HOMO = -5.776 eV